Arrangement 1

{"formula": "C8H12N3O2", "method": "wB97M-V/def2-TZVPD", "species": ["C", "O", "N", "C", "N", "C", "C", "C", "C", "C", "N", "O", "C", "H", "H", "H", "H", "H", "H", "H", "H", "H", "H", "H", "H"], "coordinates": [[-3.69972, 0.95682, 0.28750], [-3.06614, 0.44175, -0.90159], [-2.10681, -0.38272, -0.90121], [-1.79589, -0.85988, 0.23037], [-0.79516, -1.94664, 0.28041], [0.46193, -1.94173, 0.08089], [1.49310, -1.01351, -0.08724], [1.62251, 0.38581, -0.33631], [0.51817, 1.33416, -0.64334], [-0.34260, 1.63045, 0.55888], [-1.02613, 1.78833, 1.46096], [2.84965, 0.90326, -0.36839], [4.04601, 0.16420, -0.19512], [-2.95842, 1.35632, 0.93309], [-4.48851, 0.22122, 0.68196], [-4.19213, 1.77820, -0.02770], [-2.35610, -0.74726, 1.10258], [-1.28184, -2.90667, 0.37789], [0.81253, -2.98721, 0.11669], [2.44825, -1.45318, 0.23657], [-0.20535, 0.93545, -1.41897], [0.97642, 2.27444, -1.09993], [4.83069, 0.79180, -0.58851], [3.93315, -0.85554, -0.66319], [4.32240, 0.13214, 0.88372]], "total_charge": 1, "gap_ev": 8.66}



Arrangement 2

{"formula": "C8H12N3O2", "method": "wB97M-V/def2-TZVPD", "species": ["C", "C", "C", "C", "C", "C", "C", "C", "N", "N", "N", "O", "O", "H", "H", "H", "H", "H", "H", "H", "H", "H", "H", "H", "H"], "coordinates": [[1.84938, -1.82978, -1.52445], [-1.76237, 0.50879, 1.07296], [-0.59847, 1.03819, 1.17619], [-2.13522, -0.77614, 0.36770], [-2.27992, -1.68393, 1.59462], [3.09689, 1.09635, -0.24944], [0.49322, -1.98390, -1.92412], [1.10003, 2.32321, 0.12868], [2.93120, -1.52635, -1.22022], [-1.31711, -1.45852, -0.55235], [-0.27623, -1.07754, -1.06838], [0.45446, 1.70191, 1.29842], [1.77300, 1.43207, -0.52393], [-2.57385, 1.21058, 1.14989], [-3.05768, -0.68738, -0.16913], [-2.24848, -2.78478, 1.16429], [-3.34032, -1.58028, 2.03754], [-1.53488, -1.54344, 2.32422], [3.72234, 0.95884, -1.21394], [3.07367, 0.22266, 0.39450], [3.72052, 1.83738, 0.24584], [0.27315, -1.51471, -2.89410], [0.22947, -3.11084, -2.01914], [0.24808, 2.62661, -0.54970], [1.68905, 3.16091, 0.47860]], "total_charge": 1, "gap_ev": 8.20}



Which is the most stable structure? arrangement 1 is the most stable.



Arrangement 1

{"formula": "C5H10NO2", "method": "wB97M-V/def2-TZVPD", "species": ["C", "C", "C", "O", "O", "N", "C", "C", "H", "H", "H", "H", "H", "H", "H", "H", "H", "H"], "coordinates": [[1.52117, -0.95397, 0.62798], [0.30664, -0.06011, 0.89579], [0.89969, 1.43025, 0.72657], [0.32557, 2.23932, -0.02291], [1.95562, 1.55769, 1.37499], [-0.84332, -0.42964, 0.01151], [-0.43023, -0.78829, -1.33420], [-1.89187, 0.60771, -0.11139], [1.97464, -0.64957, -0.31232], [2.31781, -0.83998, 1.35428], [1.16011, -1.96699, 0.61144], [-0.10113, -0.16708, 1.90131], [-0.15372, -1.83618, -1.50491], [0.44444, -0.24331, -1.64103], [-1.11875, -0.52757, -2.14247], [-2.83136, 0.05339, -0.17346], [-1.75002, 1.26123, -0.96044], [-1.78528, 1.31310, 0.69926]], "total_charge": -1, "gap_ev": 7.47}



Arrangement 2

{"formula": "C5H10NO2", "method": "wB97M-V/def2-TZVPD", "species": ["C", "C", "C", "C", "N", "C", "O", "O", "H", "H", "H", "H", "H", "H", "H", "H", "H", "H"], "coordinates": [[0.85328, -1.53776, 1.45872], [-0.29660, -0.54955, 1.56061], [-1.39301, -1.08182, 2.48902], [-0.80778, -0.19197, 0.12923], [-0.11337, 0.92726, -0.40417], [0.48016, 0.96473, -1.73919], [0.27956, -0.06375, -2.40892], [1.16722, 1.98598, -1.93453], [1.76924, -1.13075, 1.01372], [0.61465, -2.36089, 0.77249], [1.21694, -2.08873, 2.33127], [0.04876, 0.34780, 2.06538], [-0.95921, -1.41780, 3.43307], [-1.88804, -1.94324, 2.01764], [-2.18200, -0.35542, 2.68294], [-1.90710, -0.09115, 0.26496], [-0.68425, -1.08988, -0.46494], [-0.12801, 1.74944, 0.16879]], "total_charge": -1, "gap_ev": 7.57}



Arrangement 3

{"formula": "C5H10NO2", "method": "wB97M-V/def2-TZVPD", "species": ["O", "C", "C", "C", "C", "N", "C", "O", "H", "H", "H", "H", "H", "H", "H", "H", "H", "H"], "coordinates": [[-2.80464, 1.43719, 1.60876], [-2.20509, 0.73698, 0.79124], [-1.36895, 0.93277, -0.38184], [-0.51260, -0.27947, -0.70604], [0.26061, -1.17160, 0.30880], [1.52124, -0.59289, 0.69722], [2.50868, -0.21711, -0.46731], [2.20618, -0.53626, -1.68330], [-2.49884, -0.35008, 1.01122], [-2.05630, 1.18422, -1.31862], [-0.73940, 1.99440, -0.34519], [0.22942, -0.10066, -1.55385], [-1.12334, -1.01504, -1.34331], [0.42068, -2.32136, -0.22550], [-0.25343, -1.38737, 1.23752], [1.96571, -1.36025, 1.30796], [2.59818, 0.91542, -0.31159], [3.50039, -0.62582, -0.01192]], "total_charge": -1, "gap_ev": 6.37}



Arrangement 4

{"formula": "C5H10NO2", "method": "wB97M-V/def2-TZVPD", "species": ["C", "N", "C", "O", "C", "C", "C", "O", "H", "H", "H", "H", "H", "H", "H", "H", "H", "H"], "coordinates": [[0.34202, 0.46813, 2.76244], [1.10430, 1.02100, 1.51656], [0.70398, 0.38325, 0.23193], [1.69925, 0.15358, -0.48790], [-0.61903, 0.08655, -0.02197], [-1.30488, -0.03322, -1.41081], [-0.42141, -1.11781, -2.17193], [0.71126, -0.38784, -2.70807], [0.35850, -0.65355, 2.79159], [-0.80613, 0.70840, 2.75028], [0.56937, 0.94321, 3.71784], [2.09467, 1.00630, 1.71866], [-1.26080, 0.42837, 0.69869], [-2.26091, -0.36222, -1.06151], [-1.33983, 1.00213, -1.71511], [0.05726, -1.86908, -1.55568], [-0.94424, -1.47164, -3.12497], [1.31663, -0.30557, -1.93004]], "total_charge": -1, "gap_ev": 6.43}



Which is the most stable structure? arrangement 2 is the most stable.



Arrangement 1

{"formula": "C5H10NO2", "method": "wB97M-V/def2-TZVPD", "species": ["C", "C", "C", "C", "O", "N", "C", "O", "H", "H", "H", "H", "H", "H", "H", "H", "H", "H"], "coordinates": [[-0.46579, 1.44989, 0.34540], [-0.35808, -0.06876, 0.70329], [-0.69306, -1.17793, -0.36507], [-1.96210, -0.86588, -1.07766], [-3.14896, -1.17504, -0.88796], [1.00411, -0.31083, 1.13553], [2.34352, 0.35367, -0.24696], [1.93780, 0.02017, -1.49663], [-0.11862, 1.59672, -0.70723], [0.15433, 1.93720, 1.10681], [-1.53872, 1.79424, 0.36252], [-0.84032, -0.40706, 1.60630], [0.19318, -1.10667, -1.08104], [-0.90557, -2.16011, 0.05237], [-1.90019, -0.09209, -1.96081], [0.84922, -0.83020, 2.03898], [2.35957, 1.36296, 0.20368], [3.08968, -0.32028, 0.26849]], "total_charge": -1, "gap_ev": 7.02}



Arrangement 2

{"formula": "C5H10NO2", "method": "wB97M-V/def2-TZVPD", "species": ["O", "C", "C", "C", "C", "N", "C", "O", "H", "H", "H", "H", "H", "H", "H", "H", "H", "H"], "coordinates": [[2.86127, 2.35149, -0.31102], [1.80399, 1.84494, -0.62696], [1.66269, 0.35191, -0.70141], [0.17474, 0.01696, -0.98594], [-0.93815, 0.43954, -0.04665], [-0.94569, -0.20741, 1.28868], [-1.20536, -1.79164, 1.25383], [-1.42563, -2.23856, 0.02417], [0.89759, 2.43509, -0.82298], [2.26280, -0.17978, -1.42313], [1.86853, -0.05013, 0.29036], [-0.00121, -1.08100, -1.02132], [-0.15984, 0.23563, -2.01161], [-1.89892, 0.27354, -0.52854], [-0.97615, 1.52280, 0.19954], [-1.69222, 0.23982, 1.81342], [-0.23735, -2.12076, 1.69473], [-2.05107, -2.04243, 1.91484]], "total_charge": -1, "gap_ev": 6.31}



Which is the most stable structure? arrangement 2 is the most stable.



Arrangement 1

{"formula": "C3H6S3", "method": "wB97M-V/def2-TZVPD", "species": ["C", "S", "C", "S", "C", "S", "H", "H", "H", "H", "H", "H"], "coordinates": [[0.15610, 1.27371, 0.79531], [-1.57174, 0.79847, 0.53001], [-1.27843, -0.71829, -0.43767], [0.06548, -0.60527, -1.61891], [1.48794, -0.74820, -0.49378], [1.27178, -0.07872, 1.16224], [0.50952, 1.88797, -0.01213], [0.16260, 2.01178, 1.72128], [-1.09031, -1.60712, 0.25812], [-2.15822, -0.91114, -0.99995], [1.80804, -1.80877, -0.33937], [2.32635, -0.24783, -0.98453]], "total_charge": 0, "gap_ev": 9.34}



Arrangement 2

{"formula": "C3H6S3", "method": "wB97M-V/def2-TZVPD", "species": ["C", "S", "C", "S", "C", "S", "H", "H", "H", "H", "H", "H"], "coordinates": [[2.30253, -0.23287, -0.44078], [0.75269, -0.77093, 0.06481], [-0.32723, 0.56133, 0.28087], [0.07266, 2.10527, -0.15730], [-1.69239, 0.10846, 0.76333], [-3.07718, -0.04685, -0.45574], [2.92839, -1.18090, -0.33684], [2.38560, -0.01593, -1.53832], [2.75432, 0.53951, 0.15664], [-1.58716, -0.89724, 1.31507], [-1.99436, 0.85319, 1.69103], [-2.51788, -1.02303, -1.34278]], "total_charge": 0, "gap_ev": 8.30}



Which is the most stable structure? arrangement 1 is the most stable.



Arrangement 1

{"formula": "C3H10N3O", "method": "wB97M-V/def2-TZVPD", "species": ["C", "C", "C", "N", "N", "N", "O", "H", "H", "H", "H", "H", "H", "H", "H", "H", "H"], "coordinates": [[-0.14390, 1.33403, -1.19316], [0.49083, -1.05262, -0.56887], [-0.16645, 0.24823, -0.12026], [1.29973, 0.42732, 1.45593], [-1.19885, 1.28258, -2.01627], [-1.24364, 0.02281, 0.60782], [0.89123, 1.94247, -1.23964], [0.79660, -1.78071, 0.26673], [1.46944, -0.94780, -1.18456], [-0.28960, -1.69572, -1.21768], [2.21265, 0.77953, 1.27893], [1.44570, -0.55864, 1.69372], [-2.06008, 0.97745, -1.57938], [-1.06720, 1.63029, -2.96350], [-1.44510, -0.91261, 0.88658], [0.71489, 0.79293, 2.19991], [-1.60273, 0.72830, 1.23990]], "total_charge": 1, "gap_ev": 10.08}



Arrangement 2

{"formula": "C3H10N3O", "method": "wB97M-V/def2-TZVPD", "species": ["C", "C", "N", "N", "H", "H", "H", "H", "H", "H", "H", "C", "N", "O", "H", "H", "H"], "coordinates": [[-1.33505, 1.32941, 0.76060], [-1.70131, 1.14371, -0.50494], [-0.72932, 0.60756, -1.46781], [-2.09252, 1.95666, 1.71540], [-0.33860, 1.05309, 1.08932], [-2.66876, 1.40417, -0.90593], [-1.20403, 0.12336, -2.22661], [-0.15595, 1.33628, -1.89908], [-0.07638, -0.09518, -1.03264], [-3.08240, 2.01275, 1.52575], [-1.90588, 1.67078, 2.66373], [1.66477, -1.76091, 0.16458], [2.97619, -1.97144, 0.16822], [1.05826, -1.22988, -0.76218], [1.14851, -2.11227, 1.06379], [3.52073, -1.73684, -0.64614], [3.39981, -2.48068, 0.92429]], "total_charge": 1, "gap_ev": 10.03}



Which is the most stable structure? arrangement 2 is the most stable.



Arrangement 1

{"formula": "C3H10N3O", "method": "wB97M-V/def2-TZVPD", "species": ["C", "C", "C", "N", "N", "N", "O", "H", "H", "H", "H", "H", "H", "H", "H", "H", "H"], "coordinates": [[-0.34534, -0.63091, -0.25348], [0.76719, 0.32015, -0.41648], [-3.01113, 0.50794, 0.15317], [0.04365, -1.58958, 0.69556], [0.82727, 1.68042, -0.59557], [2.11552, -0.33399, 0.06551], [0.39987, -0.60714, -1.44380], [-2.74984, 0.80989, 1.17624], [-3.59543, -0.39386, 0.03542], [-2.88920, 1.20055, -0.60784], [2.82435, 0.25500, 0.65384], [-0.19615, -1.37913, 1.68919], [0.17460, 2.33218, -0.28543], [1.59686, 2.14088, -1.18699], [-0.19564, -2.58044, 0.56340], [2.64745, -0.47101, -0.83399], [1.58597, -1.26094, 0.59127]], "total_charge": 1, "gap_ev": [7.55, 9.91]}



Arrangement 2

{"formula": "C3H10N3O", "method": "wB97M-V/def2-TZVPD", "species": ["C", "C", "C", "N", "N", "N", "O", "H", "H", "H", "H", "H", "H", "H", "H", "H", "H"], "coordinates": [[1.78950, -1.44691, -0.21064], [-1.77792, -0.08145, 0.44533], [-1.17393, 0.70848, -0.46787], [1.75004, 0.84524, 0.29916], [2.44674, -0.29306, 0.21242], [-2.49600, -1.20410, 0.26137], [0.53350, -1.49302, -0.38526], [2.40105, -2.37986, -0.07039], [-0.78536, 1.61317, 0.01348], [-1.37621, 0.66408, -1.51601], [-0.06566, 0.02570, -0.50447], [-1.54832, 0.27911, 1.50382], [1.52836, 1.22980, 1.25748], [3.40851, -0.34870, 0.54571], [-2.68478, -1.42479, -0.67692], [-2.87329, -1.81627, 0.92277], [2.07050, 1.60579, -0.34800]], "total_charge": 1, "gap_ev": 10.25}



Which is the most stable structure? arrangement 2 is the most stable.